Entry 1:
161
Properties=species:S:1:pos:R:3:mulliken_spin:R:1 method="wB97M-V/def2-TZVPD" charge=+1 lumo_energy_ev="-3.17 / -8.00" multiplicity=2 energy_ev=-100775.8966 relative_energy_kj_mol=0.00 homo_lumo_gap_ev="7.0 / 2.2"
Na 9.27 27.26 17.25 0.000
P 5.61 27.67 17.05 -0.002
F 6.41 26.28 16.68 -0.002
F 4.42 26.82 17.79 0.000
F 6.54 27.55 18.49 0.000
F 5.10 29.06 17.78 -0.001
F 6.85 28.33 16.31 0.000
F 4.63 27.78 15.79 0.012
C 10.40 32.10 14.49 0.000
C 9.14 31.24 14.28 0.000
C 9.60 29.91 13.75 0.000
O 10.27 30.10 12.44 0.000
C 10.21 28.96 11.69 0.000
N 8.46 31.08 15.53 0.000
H 11.13 31.58 15.11 0.000
H 10.20 33.06 14.96 0.000
H 10.90 32.34 13.56 0.000
H 8.45 31.75 13.60 0.000
H 8.68 29.31 13.75 0.000
H 10.24 29.42 14.48 0.000
H 9.43 28.24 11.91 0.000
H 11.11 28.38 11.91 0.000
H 10.34 29.10 10.62 0.000
H 8.17 31.99 15.87 0.000
H 7.60 30.65 15.22 0.000
C 2.76 26.54 23.99 0.000
C 3.79 27.67 24.19 0.000
C 4.35 27.99 22.80 0.000
O 4.77 26.77 22.23 0.000
C 4.67 26.91 20.77 0.000
N 3.08 28.80 24.76 0.000
H 3.18 25.55 23.81 0.000
H 2.08 26.59 23.14 0.000
H 2.26 26.36 24.95 0.000
H 4.61 27.38 24.85 0.000
H 5.27 28.56 22.85 0.000
H 3.51 28.51 22.35 0.000
H 5.17 26.10 20.24 0.000
H 5.29 27.78 20.58 0.000
H 3.62 27.05 20.52 0.000
H 2.68 28.57 25.66 0.000
H 2.24 29.01 24.23 0.000
C 6.78 24.25 19.39 0.000
C 6.59 23.18 20.46 0.000
C 5.94 21.95 19.96 0.000
O 6.37 21.64 18.67 0.000
C 5.43 21.20 17.71 0.000
N 7.89 23.04 21.14 0.000
H 7.29 23.82 18.54 0.000
H 7.43 25.01 19.83 0.000
H 5.85 24.70 19.04 0.000
H 5.94 23.52 21.26 0.000
H 4.90 22.29 19.93 0.000
H 6.10 21.12 20.64 0.000
H 4.98 21.97 17.08 0.001
H 4.65 20.57 18.14 0.000
H 5.99 20.48 17.12 0.000
H 7.71 22.10 21.48 0.000
H 8.61 22.97 20.43 0.000
C 3.15 25.29 13.50 0.032
C 2.25 25.38 14.76 0.039
C 1.05 24.34 14.74 0.120
O 0.22 24.43 13.63 0.136
C -0.61 25.61 13.62 0.005
N 3.09 25.11 15.85 0.554
H 2.65 25.59 12.59 -0.009
H 3.52 24.26 13.42 0.002
H 3.97 26.00 13.61 0.000
H 1.75 26.34 14.72 0.088
H 0.42 24.31 15.63 -0.010
H 1.58 23.39 14.85 0.016
H -0.05 26.54 13.74 0.011
H -1.46 25.70 14.31 0.004
H -0.96 25.53 12.59 0.000
H 2.58 25.31 16.70 -0.012
H 3.91 25.71 15.87 0.017
C 6.40 32.89 21.97 0.000
C 4.87 32.61 21.84 0.000
C 4.63 31.69 20.67 0.000
O 3.18 31.54 20.37 0.000
C 2.85 30.65 19.25 0.000
N 4.37 32.20 23.10 0.000
H 6.99 32.00 21.75 0.000
H 6.75 33.36 22.89 0.000
H 6.65 33.61 21.18 0.000
H 4.37 33.53 21.51 0.000
H 4.76 30.68 21.06 0.000
H 5.24 31.87 19.78 0.000
H 3.08 29.59 19.35 0.000
H 3.29 30.99 18.31 0.000
H 1.78 30.79 19.13 0.000
H 4.86 31.54 23.69 0.000
H 3.44 31.84 22.96 0.000
C 4.93 28.89 12.45 0.000
C 5.76 30.04 12.84 0.000
C 5.19 31.29 12.12 0.000
O 3.88 31.54 12.42 0.000
C 3.61 32.49 13.42 0.000
N 5.79 30.15 14.35 0.000
H 4.82 28.86 11.37 0.000
H 3.90 29.04 12.79 0.000
H 5.27 27.90 12.78 0.001
H 6.73 29.88 12.37 0.000
H 5.27 31.21 11.03 0.000
H 5.83 32.14 12.35 0.000
H 3.68 33.53 13.10 0.000
H 4.37 32.45 14.20 0.000
H 2.56 32.38 13.70 0.000
H 4.89 30.54 14.57 0.000
H 5.82 29.29 14.88 0.000
C 6.95 24.12 14.44 -0.007
C 7.77 22.80 14.55 0.000
C 8.80 22.72 13.40 0.000
O 8.13 22.78 12.08 0.000
C 8.86 23.38 11.01 0.000
N 8.50 22.78 15.79 0.000
H 6.04 24.14 15.04 0.007
H 6.61 24.31 13.42 0.000
H 7.54 24.99 14.73 0.000
H 7.09 21.95 14.59 0.000
H 9.53 21.91 13.41 0.000
H 9.48 23.57 13.51 0.000
H 8.20 24.01 10.41 0.000
H 9.22 22.54 10.42 0.000
H 9.70 24.01 11.31 0.000
H 8.00 22.86 16.66 0.000
H 9.23 23.46 15.69 0.000
C -1.36 27.81 18.37 0.000
C -0.55 29.05 17.82 0.000
C 0.60 28.68 16.83 0.004
O 1.19 29.84 16.43 0.002
C 2.39 29.71 15.75 0.008
N -1.45 29.94 17.07 0.000
H -0.69 27.09 18.84 0.000
H -1.87 27.28 17.56 0.000
H -2.11 28.16 19.09 0.000
H -0.14 29.52 18.72 0.000
H 0.19 28.18 15.96 -0.003
H 1.28 27.99 17.34 -0.002
H 3.12 29.17 16.37 -0.008
H 2.86 30.69 15.63 0.000
H 2.24 29.21 14.80 -0.001
H -2.11 30.53 17.55 0.000
H -0.68 30.41 16.62 0.000
C 9.78 31.55 19.01 0.000
C 9.52 30.04 19.18 0.000
C 8.73 29.71 20.43 0.000
O 9.52 29.66 21.63 0.000
C 8.85 29.83 22.84 0.000
N 8.82 29.62 18.03 0.000
H 10.47 31.91 19.77 0.000
H 8.86 32.13 18.96 0.000
H 10.35 31.91 18.15 0.000
H 10.52 29.62 19.07 0.000
H 8.30 28.72 20.27 0.000
H 7.82 30.31 20.41 0.000
H 9.08 30.87 23.08 0.000
H 9.23 29.20 23.64 0.000
H 7.79 29.63 22.68 0.000
H 7.86 29.68 18.33 0.000
H 8.88 30.41 17.40 0.000

***

Entry 2:
9
Properties=species:S:1:pos:R:3:lowdin_charge:R:1 method="wB97M-V/def2-TZVPD" charge=+2 lumo_energy_ev="-11.14 / -11.14" multiplicity=1 energy_ev=-9287.8125 relative_energy_kj_mol=116.46 homo_lumo_gap_ev="4.4 / 4.4"
O 3.02 -0.70 -1.57 0.236
C 2.75 -0.11 -0.59 -0.073
C 2.21 0.55 0.44 -0.235
O 0.92 0.48 0.81 -0.344
H -3.51 -0.82 -0.89 0.132
H 2.89 1.23 0.96 0.145
Y -1.11 -0.08 0.51 2.091
O -3.20 -0.39 -0.09 -0.085
H -3.98 -0.15 0.44 0.132

***

Entry 3:
20
Properties=species:S:1:pos:R:3:lowdin_charge:R:1 method="wB97M-V/def2-TZVPD" charge=0 lumo_energy_ev=0.57 smiles="C=CCCNC.O" multiplicity=1 energy_ev=-8931.2329 relative_energy_kj_mol=268.03 homo_lumo_gap_ev=9.3
C 1.03 2.00 -0.71 -0.160
N 0.80 0.70 -0.17 -0.147
C -0.47 0.62 0.51 -0.234
C -0.37 -0.13 1.98 -0.156
C 0.53 -1.44 1.81 -0.175
C -0.06 -2.57 1.63 -0.039
H 0.15 2.29 -1.27 0.068
H 1.34 2.73 0.06 0.091
H 1.88 1.93 -1.41 0.081
H 0.64 0.09 -0.99 0.103
H -0.92 1.63 0.66 0.113
H -1.13 -0.04 0.00 0.088
H 0.13 0.64 2.61 0.080
H -1.36 -0.16 2.50 0.102
H 1.53 -1.27 1.41 0.086
H -1.10 -2.80 1.86 0.064
H 0.47 -3.38 1.22 0.032
H -0.78 -0.49 -3.38 0.029
H -1.37 0.06 -4.48 0.025
O -1.13 0.37 -3.62 -0.053

***

Entry 4:
58
Properties=species:S:1:pos:R:3:mulliken_spin:R:1 method="wB97M-V/def2-TZVPD" charge=0 lumo_energy_ev="-1.99 / -2.08" multiplicity=2 energy_ev=-134876.6943 relative_energy_kj_mol=319.62 homo_lumo_gap_ev="6.7 / 6.6"
Ir -0.03 -0.32 -0.08 -0.010
O 0.40 -4.46 2.07 0.000
As 0.61 -2.74 1.93 0.000
O 0.41 -2.16 3.44 0.000
O -0.63 -2.13 0.90 -0.005
C 2.40 -2.31 1.32 -0.003
C 3.26 -1.76 2.27 0.001
C 4.55 -1.40 1.90 0.000
C 4.98 -1.57 0.59 0.000
C 4.13 -2.11 -0.36 0.001
C 2.85 -2.48 0.02 0.002
S 1.67 -2.97 -1.21 -0.001
O 0.84 -4.00 -0.64 0.000
O 2.33 -3.32 -2.43 0.000
O 0.93 -1.67 -1.42 -0.003
H 0.34 -4.80 1.16 0.000
H 2.90 -1.64 3.28 0.000
H 5.21 -0.95 2.63 0.000
H 5.98 -1.28 0.31 0.000
H 4.43 -2.24 -1.39 0.000
O 0.71 3.00 -2.45 0.209
C 0.76 2.30 -1.49 0.108
O 1.32 1.28 -1.07 0.205
C -0.39 2.85 -0.15 0.052
O -0.26 4.00 0.09 0.248
O -1.02 1.85 0.19 0.194
N -1.21 -0.08 -1.85 -0.001
C -0.74 -0.35 -2.89 0.002
N -0.21 -0.64 -4.03 0.002
C 0.02 0.36 -5.07 0.003
C -1.04 0.16 -6.15 0.001
O -1.04 -1.17 -6.63 0.000
C -1.31 -2.11 -5.60 0.000
C -0.24 -2.03 -4.52 0.000
H 1.01 0.18 -5.49 -0.001
H -0.02 1.36 -4.65 -0.001
H -0.83 0.80 -7.01 0.000
H -2.03 0.43 -5.74 0.000
H -1.32 -3.09 -6.07 0.000
H -2.30 -1.91 -5.16 0.000
H 0.74 -2.25 -4.94 0.000
H -0.43 -2.71 -3.69 0.000
N -1.90 -0.56 2.69 0.000
C -0.77 0.11 2.91 -0.001
N 0.18 0.32 2.02 -0.005
C 1.21 1.10 2.52 0.005
C 2.37 1.46 1.84 -0.004
C 3.30 2.26 2.48 -0.001
C 3.09 2.70 3.79 0.000
C 1.94 2.33 4.48 0.000
C 1.02 1.53 3.83 0.003
S -0.49 0.91 4.43 -0.001
H -1.85 -1.24 1.94 0.000
H -2.47 -0.80 3.48 0.000
H 2.52 1.11 0.82 0.000
H 4.20 2.55 1.96 0.000
H 3.83 3.33 4.26 0.000
H 1.78 2.66 5.49 0.000

***

Computed molar mass, in the same sequence as the records: 970.19, 163.95, 103.16, 822.66 g/mol.